# 1
Computed, not measured: a molecular structure, C4H9NO2, with ωB97M-V/def2-TZVPD.

XYZ file:
```
16
C4H9NO2, DFT ωB97M-V/def2-TZVPD
C -1.175 1.433 -0.093
C -0.372 0.263 0.351
C -0.943 -1.127 0.115
O -0.396 -2.154 0.893
N 1.080 0.451 -0.867
C 2.051 -0.108 -0.173
O 1.815 -0.581 0.941
H -0.563 2.329 0.027
H -2.075 1.543 0.521
H -1.439 1.301 -1.141
H -0.102 0.351 1.423
H -2.017 -1.092 0.363
H -0.858 -1.317 -0.961
H 0.554 -1.958 0.975
H 1.365 0.826 -1.798
H 3.076 -0.161 -0.575
```

Properties
Maximum force, hartree/bohr: 0.031
Energy, Ha: -362.97776
Energy above the lowest of the compared OMol25 structures with the same formula, charge and spin, kJ/mol: 283.0

# 2
Computed, not measured: a single C4H9NO2 molecule, with ωB97M-V/def2-TZVPD.

XYZ file:
```
16
C4H9NO2, DFT ωB97M-V/def2-TZVPD
C 2.222 -0.308 -0.091
C 1.554 0.902 0.556
N 0.195 1.120 0.077
C -0.734 0.145 0.284
O -0.628 -0.762 1.085
O -1.803 0.314 -0.527
C -2.735 -0.763 -0.471
H 3.246 -0.430 0.277
H 1.655 -1.211 0.154
H 2.250 -0.195 -1.182
H 1.514 0.776 1.642
H 2.118 1.817 0.351
H 0.061 1.681 -0.751
H -3.503 -0.529 -1.209
H -2.239 -1.705 -0.721
H -3.172 -0.853 0.526
```

Properties
SMILES string: CCNC(=O)OC
Maximum force, hartree/bohr: 0.008
Energy, Ha: -363.06884
Energy above the lowest of the compared OMol25 structures with the same formula, charge and spin, kJ/mol: 43.8

> Look up the energy above the lowest of the compared OMol25 structures with the same formula, charge and spin of the second one.

43.8 kJ/mol